A molecular structure, C24H18F5IN14O2S2W. Source: OMol25; level of theory: ωB97M-V with the def2-TZVPD basis set.

Kohn-Sham gap (alpha / beta)	4.86 / 4.87	eV
energy above the lowest of the compared OMol25 structures with the same formula, charge and spin	0.832	eV
E_HOMO (alpha / beta)	-1.208 / -1.215	eV
DFT total energy	-95320.553	eV

```
! RIJCOSX wB97M-V def2-TZVPD def2/J DEFGRID3
* xyz -2 1
W 0.97 0.38 -1.15
N 3.28 -0.37 1.74
C 3.13 -1.36 0.82
N 3.73 -2.54 0.93
N 3.32 -3.21 -0.15
N 2.53 -2.49 -0.87
N 2.39 -1.27 -0.28
C 2.60 0.82 1.71
N 2.85 1.78 2.58
N 2.02 2.78 2.20
N 1.32 2.44 1.19
N 1.66 1.16 0.83
H 3.89 -0.53 2.52
S 0.29 5.03 -2.22
C 0.40 3.48 -1.73
N 0.53 2.38 -1.38
N -0.16 -0.94 0.02
C -0.78 -1.74 0.55
C -1.60 -2.67 1.26
C -1.17 -3.98 1.44
C -1.99 -4.87 2.11
C -3.22 -4.45 2.60
C -3.64 -3.14 2.42
C -2.83 -2.24 1.75
H -0.20 -4.28 1.05
H -1.67 -5.90 2.25
H -3.85 -5.15 3.13
H -4.60 -2.82 2.79
H -3.13 -1.21 1.58
C 1.01 -2.69 -4.50
O 1.53 -2.14 -3.27
C 0.83 -1.24 -2.65
O -0.28 -0.95 -3.28
H 1.75 -3.42 -4.81
H 0.90 -1.90 -5.24
H 0.05 -3.17 -4.33
F 1.45 0.92 -3.09
C -0.89 0.10 -2.45
F -1.97 -0.54 -1.90
C -1.53 1.07 -3.46
F -2.26 1.99 -2.83
F -0.67 1.69 -4.26
F -2.37 0.37 -4.27
C -5.96 1.76 3.78
C -4.47 1.87 3.58
C -3.62 2.20 4.63
C -2.26 2.14 4.34
N -1.78 1.85 3.15
C -2.67 1.64 2.13
S -2.08 1.42 0.55
N -4.02 1.60 2.36
H -6.26 2.13 4.76
H -6.26 0.71 3.69
H -6.48 2.31 3.00
H -3.99 2.47 5.61
H -1.52 2.33 5.12
I 4.79 5.04 -1.85
C 4.43 3.01 -2.13
C 5.11 2.30 -3.10
C 4.86 0.94 -3.20
C 3.93 0.37 -2.36
N 3.26 1.06 -1.44
C 3.52 2.36 -1.31
H 5.80 2.80 -3.77
H 5.37 0.33 -3.94
H 3.69 -0.69 -2.42
H 2.97 2.89 -0.54
*
```

Here are the Löwdin charges for atoms 1 to 4, given in e: W 1.566; N 0.141; C -0.487; N 0.009


A molecular structure, C24H18N5PtS. Source: OMol25; level of theory: ωB97M-V with the def2-TZVPD basis set.

Kohn-Sham gap (alpha / beta)	6.01 / 5.86	eV
E_HOMO (alpha / beta)	-9.418 / -11.023	eV
DFT total energy	-46705.451	eV

```
! RIJCOSX wB97M-V def2-TZVPD def2/J DEFGRID3
* xyz 1 3
Pt 0.31 -1.20 0.16
N 0.65 2.39 -2.23
C -0.22 3.40 -1.87
C -0.31 4.56 -2.65
C -1.20 5.54 -2.31
C -2.03 5.41 -1.18
C -1.95 4.29 -0.40
C -1.03 3.27 -0.74
S -0.90 1.92 0.29
N 0.20 0.95 -0.36
C 0.77 1.17 -1.62
C 1.48 0.11 -2.21
C 2.34 0.25 -3.32
C 3.02 -0.83 -3.80
C 2.88 -2.07 -3.16
C 2.05 -2.15 -2.07
N 1.34 -1.11 -1.60
H 1.15 2.52 -3.09
H 0.32 4.66 -3.53
H -1.27 6.43 -2.92
H -2.73 6.19 -0.92
H -2.58 4.17 0.47
H 2.50 1.22 -3.77
H 3.70 -0.72 -4.64
H 3.42 -2.94 -3.49
H 1.93 -3.08 -1.53
C 0.21 1.27 5.20
C -0.54 0.12 5.42
C -0.77 -0.77 4.38
C -0.26 -0.49 3.12
C 0.49 0.65 2.90
C 0.73 1.53 3.95
N -0.47 -1.42 2.02
N -1.07 -2.47 2.32
C -1.10 -3.38 1.26
C -1.81 -4.56 1.40
C -1.83 -5.45 0.35
C -1.15 -5.14 -0.82
C -0.43 -3.95 -0.95
C -0.38 -3.05 0.11
H 0.39 1.96 6.02
H -0.94 -0.10 6.40
H -1.34 -1.67 4.55
H 0.93 0.84 1.93
H 1.32 2.42 3.77
H -2.34 -4.76 2.33
H -2.38 -6.38 0.43
H -1.18 -5.83 -1.66
H 0.05 -3.73 -1.90
*
```

Here are the Löwdin charges for atoms 1 to 4, given in e: Pt 1.147; N 0.153; C -0.217; C -0.003


A molecular structure, C24H18N7O2S4Tb. Source: OMol25; level of theory: ωB97M-V with the def2-TZVPD basis set.

Kohn-Sham gap (alpha / beta)	4.63 / 4.68	eV
energy above the lowest of the compared OMol25 structures with the same formula, charge and spin	0.000	eV
E_HOMO (alpha / beta)	-0.657 / -0.704	eV
DFT total energy	-105486.071	eV

```
! RIJCOSX wB97M-V def2-TZVPD def2/J DEFGRID3
* xyz -2 7
Tb 0.21 0.78 0.64
S 2.66 -0.42 1.53
C 2.88 -1.70 0.38
C 3.88 -2.60 0.77
N 4.72 -3.31 1.11
C 2.24 -1.88 -0.83
S 1.06 -0.82 -1.56
C 2.49 -3.03 -1.58
N 2.63 -3.97 -2.24
C -4.88 5.28 4.53
C -4.30 4.61 3.31
C -4.36 5.21 2.06
C -3.67 4.68 0.99
C -2.93 3.52 1.16
C -2.93 2.86 2.38
C -3.60 3.42 3.45
S -1.75 3.00 -0.09
O -0.45 3.16 0.56
O -1.92 3.86 -1.26
N -1.83 1.45 -0.38
C -3.02 0.77 -0.39
C -4.24 1.34 -0.73
C -5.40 0.58 -0.70
C -5.38 -0.74 -0.30
C -4.17 -1.35 0.07
C -4.08 -2.69 0.50
C -2.85 -3.19 0.85
C -1.73 -2.37 0.79
N -1.76 -1.10 0.40
C -2.97 -0.59 0.03
H -5.61 6.04 4.27
H -4.08 5.76 5.09
H -5.35 4.55 5.19
H -4.94 6.12 1.93
H -3.67 5.16 0.02
H -2.30 1.97 2.54
H -3.56 2.93 4.41
H -4.27 2.38 -1.04
H -6.34 1.04 -0.99
H -6.28 -1.34 -0.28
H -4.97 -3.29 0.56
H -2.74 -4.23 1.15
H -0.76 -2.76 1.08
S -0.58 0.71 3.17
N 0.52 5.37 -1.91
C 1.32 4.54 -1.14
C 1.35 3.16 -1.38
N 1.99 2.32 -0.55
C 2.68 2.90 0.46
C 2.76 4.26 0.59
N 2.07 5.10 -0.19
H -0.39 4.95 -2.07
H 0.44 6.29 -1.48
H 0.81 2.72 -2.21
H 3.21 2.22 1.13
H 3.34 4.72 1.38
*
```

Here are the Löwdin charges for atoms 1 to 4, given in e: Tb 0.858; S 0.477; C -0.791; C -0.359


A molecular structure, C24H19AsO4Pd. Source: OMol25; level of theory: ωB97M-V with the def2-TZVPD basis set.

Kohn-Sham gap (alpha / beta)	8.14 / 4.52	eV
E_HOMO (alpha / beta)	-14.860 / -14.700	eV
DFT total energy	-97684.458	eV

```
! RIJCOSX wB97M-V def2-TZVPD def2/J DEFGRID3
* xyz 2 3
Pd 0.48 -1.88 0.29
C -0.74 -2.63 1.74
O -1.42 -2.93 2.60
C 1.45 -2.54 -1.42
O 2.10 -3.01 -2.23
C 1.60 -0.24 0.58
O 2.39 0.50 0.99
C -1.15 -0.61 -1.06
O -2.13 -0.36 -1.57
C 0.29 2.83 -1.36
H -0.80 2.95 -1.48
H 0.80 3.33 -0.50
C 0.99 2.08 -2.23
H 2.04 1.84 -2.02
H 0.46 1.48 -2.99
C 0.19 -1.57 6.38
C 1.00 -1.69 5.24
C 0.74 -0.93 4.10
C -0.38 -0.08 4.06
C -1.17 0.07 5.20
C -0.89 -0.68 6.35
As -0.67 1.05 2.45
C -2.61 0.86 2.22
C -3.25 1.74 1.33
C -4.59 1.53 0.98
C -5.29 0.46 1.55
C -4.66 -0.40 2.46
C -3.31 -0.20 2.78
C -0.60 2.66 3.59
C -1.75 3.34 4.01
C -1.62 4.39 4.94
C -0.35 4.73 5.42
C 0.79 4.05 5.01
C 0.68 3.02 4.08
H 0.41 -2.13 7.27
H 1.83 -2.38 5.25
H 1.40 -0.99 3.24
H -2.02 0.76 5.20
H -1.53 -0.57 7.23
H -2.71 2.60 0.92
H -5.10 2.22 0.28
H -6.34 0.28 1.27
H -5.22 -1.23 2.90
H -2.83 -0.89 3.48
H -2.73 3.05 3.62
H -2.52 4.91 5.28
H -0.27 5.49 6.17
H 1.78 4.31 5.41
H 1.57 2.48 3.73
*
```

Here are the Löwdin charges for atoms 1 to 4, given in e: Pd 0.542; C -0.077; O 0.177; C -0.049


A molecular structure, C24H19BN11O7STeV. Source: OMol25; level of theory: ωB97M-V with the def2-TZVPD basis set.

Kohn-Sham gap (alpha / beta)	7.10 / 7.55	eV
E_HOMO (alpha / beta)	-11.877 / -11.877	eV
DFT total energy	-100400.029	eV

```
! RIJCOSX wB97M-V def2-TZVPD def2/J DEFGRID3
* xyz 1 2
V 0.37 -0.47 0.57
C 3.90 1.39 -0.70
C 2.80 1.22 0.17
N 2.02 0.26 -0.31
N 2.58 -0.26 -1.42
C 3.67 0.45 -1.71
B 2.19 -1.74 -1.74
N 2.34 -2.54 -0.46
C 3.34 -3.35 -0.11
C 3.20 -3.54 1.25
C 2.10 -2.79 1.70
N 1.59 -2.19 0.62
N 0.64 -1.67 -2.12
C 0.14 -1.77 -3.32
C -1.18 -1.35 -3.26
C -1.41 -0.99 -1.95
N -0.32 -1.20 -1.24
N 2.91 -2.30 -2.95
C 3.06 -3.65 -3.27
C 3.32 -3.73 -4.58
C 3.36 -2.39 -5.05
N 3.11 -1.57 -4.06
H 4.66 2.09 -0.52
H 2.57 1.66 1.09
H 4.13 0.29 -2.68
H 4.05 -3.80 -0.78
H 3.80 -4.10 1.91
H 1.62 -2.60 2.65
H 0.78 -2.02 -4.16
H -1.88 -1.33 -4.07
H -2.32 -0.60 -1.57
H 2.85 -4.43 -2.55
H 3.59 -4.68 -5.10
H 3.63 -1.99 -6.02
O -2.80 3.30 5.41
N -2.37 2.29 5.89
O -2.32 2.02 7.06
C -1.74 1.33 4.90
C -1.24 0.10 5.42
C -0.59 -0.77 4.59
C -0.51 -0.47 3.21
O -0.05 -1.25 2.24
C -1.07 0.74 2.73
C -1.73 1.67 3.57
N -1.01 0.86 1.29
O 0.22 1.30 0.89
O -2.00 1.57 0.59
N 0.09 -1.90 5.18
O 0.88 -2.46 4.51
O -0.18 -2.22 6.32
H -1.27 -0.23 6.47
H -2.12 2.60 3.21
Te -4.07 1.15 0.40
C -3.87 2.83 -0.79
C -3.54 4.09 -0.33
C -3.55 5.14 -1.26
C -3.89 4.88 -2.60
C -4.16 3.62 -3.06
C -4.14 2.58 -2.14
H -3.43 4.27 0.73
H -3.26 6.17 -1.01
H -3.72 5.68 -3.32
H -4.36 3.47 -4.10
H -4.33 1.58 -2.58
S -5.07 1.76 2.32
*
```

Here are the Löwdin charges for atoms 1 to 4, given in e: V 1.164; C 0.017; C -0.071; N -0.077


A molecular structure, C24H19Br4N7O6Zr. Source: OMol25; level of theory: ωB97M-V with the def2-TZVPD basis set.

Kohn-Sham gap	7.36	eV
energy above the lowest of the compared OMol25 structures with the same formula, charge and spin	0.893	eV
E_HOMO	-7.799	eV
DFT total energy	-329371.204	eV

```
! RIJCOSX wB97M-V def2-TZVPD def2/J DEFGRID3
* xyz 0 1
Zr -0.46 0.01 -0.26
Br -1.48 -0.59 -5.24
C -1.94 0.89 -4.19
C -2.49 2.03 -4.80
C -2.85 3.13 -4.07
Br -3.58 4.63 -4.95
C -2.67 3.14 -2.67
C -2.99 4.21 -1.80
C -2.75 4.10 -0.46
C -2.17 2.92 0.04
N -1.87 1.90 -0.73
C -2.12 1.99 -2.07
C -1.75 0.83 -2.82
O -1.24 -0.19 -2.17
H -2.63 2.03 -5.88
H -3.41 5.12 -2.22
H -2.97 4.91 0.22
H -1.93 2.81 1.09
O 3.61 0.06 -0.64
C 2.45 0.34 -0.49
O 1.43 -0.26 -1.05
C 1.98 1.48 0.47
O 2.72 2.06 1.22
O 0.68 1.68 0.37
C -4.48 -2.98 2.58
N -3.86 -2.56 1.34
C -4.37 -3.12 0.09
C -2.86 -1.65 1.28
N -2.49 -1.04 0.21
N -2.20 -1.44 2.49
C -1.24 -0.48 2.74
N -0.52 -0.67 3.88
N -1.08 0.52 1.95
H -4.02 -3.89 2.99
H -5.53 -3.20 2.39
H -4.44 -2.19 3.32
H -4.86 -4.06 0.31
H -3.55 -3.31 -0.60
H -5.09 -2.45 -0.39
H -3.09 -1.21 -0.58
H -2.21 -2.23 3.11
H -0.58 -1.58 4.31
H 0.44 -0.36 3.78
H -0.35 1.16 2.29
Br -0.17 -3.67 -1.34
C 1.29 -3.42 -0.16
C 2.43 -4.23 -0.28
C 3.52 -3.96 0.50
Br 5.04 -5.08 0.32
C 3.53 -2.88 1.41
C 4.66 -2.48 2.16
C 4.58 -1.37 2.94
C 3.36 -0.67 3.02
N 2.28 -1.02 2.37
C 2.36 -2.10 1.54
C 1.21 -2.38 0.73
O 0.13 -1.62 0.83
H 2.44 -5.04 -0.99
H 5.58 -3.04 2.08
H 5.43 -1.01 3.50
H 3.29 0.23 3.62
*
```

Here are the Löwdin charges for atoms 1 to 4, given in e: Zr 1.847; Br 0.800; C -0.605; C -0.162


A molecular structure, C24H19Cl2CrN2O4Te. Source: OMol25; level of theory: ωB97M-V with the def2-TZVPD basis set.

Kohn-Sham gap (alpha / beta)	7.13 / 7.60	eV
energy above the lowest of the compared OMol25 structures with the same formula, charge and spin	0.362	eV
E_HOMO (alpha / beta)	-8.231 / -8.261	eV
DFT total energy	-97126.044	eV

```
! RIJCOSX wB97M-V def2-TZVPD def2/J DEFGRID3
* xyz 0 2
Cr -0.53 0.07 0.50
O -3.92 1.97 -0.35
C -2.86 1.55 0.07
O -2.18 0.58 -0.43
C -2.16 2.17 1.27
C -2.60 3.23 2.06
C -1.77 3.67 3.09
C -0.54 3.06 3.29
C -0.18 2.00 2.47
N -0.99 1.57 1.50
C 1.10 1.19 2.49
O 2.06 1.52 3.16
O 1.05 0.20 1.67
H -3.56 3.68 1.85
H -2.09 4.48 3.73
H 0.15 3.38 4.05
Cl -0.15 -1.75 -0.87
C -1.48 -1.84 -2.06
Cl -0.85 -1.65 -3.69
H -2.16 -1.01 -1.84
H -1.96 -2.81 -1.96
C 2.91 1.86 -0.23
Te 0.98 1.77 -1.23
C 2.16 0.63 -2.67
C 3.57 1.10 -2.50
C 4.52 0.91 -3.49
C 5.83 1.30 -3.29
C 6.20 1.88 -2.09
C 5.26 2.08 -1.10
C 3.94 1.69 -1.30
H 2.98 1.05 0.50
H 3.03 2.80 0.31
H 1.79 0.79 -3.68
H 2.07 -0.44 -2.44
H 4.22 0.46 -4.43
H 6.56 1.15 -4.07
H 7.22 2.19 -1.93
H 5.54 2.54 -0.17
C -1.60 -1.12 1.92
C -2.27 -2.27 1.32
C -3.55 -2.15 0.76
C -4.20 -3.24 0.22
C -3.58 -4.49 0.23
C -2.28 -4.61 0.73
C -1.64 -3.52 1.26
C -4.28 -5.64 -0.18
N -4.86 -6.59 -0.47
H -0.88 -1.44 2.68
H -2.34 -0.47 2.39
H -4.03 -1.18 0.75
H -5.19 -3.14 -0.19
H -1.79 -5.58 0.71
H -0.65 -3.62 1.67
*
```

Here are the Löwdin charges for atoms 1 to 4, given in e: Cr 0.389; O 0.110; C -0.558; O -0.172


A molecular structure, C24H19Cl5MnN2O2. Source: OMol25; level of theory: ωB97M-V with the def2-TZVPD basis set.

Kohn-Sham gap (alpha / beta)	7.44 / 8.45	eV
energy above the lowest of the compared OMol25 structures with the same formula, charge and spin	0.425	eV
E_HOMO (alpha / beta)	-11.039 / -11.195	eV
DFT total energy	-126198.903	eV

```
! RIJCOSX wB97M-V def2-TZVPD def2/J DEFGRID3
* xyz 1 5
Mn 0.94 -0.35 0.11
Cl 3.25 -1.23 -0.75
C 2.86 -2.20 0.68
C 1.64 -1.90 1.24
C 1.27 -2.64 2.36
Cl -0.25 -2.34 3.12
C 2.11 -3.63 2.88
Cl 1.65 -4.54 4.25
C 3.35 -3.89 2.26
Cl 4.38 -5.10 2.89
C 3.74 -3.16 1.14
Cl 5.24 -3.45 0.36
O 2.00 1.52 0.98
C 1.53 2.09 -0.03
O 0.92 1.48 -0.94
C 1.67 3.60 -0.12
N 2.40 4.04 1.14
C 1.46 4.91 1.93
C 0.56 5.51 0.87
C 0.32 4.34 -0.08
H 2.27 3.86 -0.98
H 3.26 4.54 0.91
H 2.65 3.16 1.63
H 2.03 5.62 2.52
H 0.91 4.24 2.60
H 1.07 6.33 0.36
H -0.36 5.90 1.30
H 0.03 4.65 -1.08
H -0.45 3.67 0.30
N -0.88 -0.34 0.63
C -1.55 -0.88 -0.31
C -3.03 -0.85 -0.34
C -3.73 -1.51 -1.34
C -5.12 -1.49 -1.36
C -5.81 -0.82 -0.36
C -5.12 -0.16 0.64
C -3.73 -0.17 0.66
C -0.79 -1.55 -1.42
C -0.61 -0.90 -2.64
C 0.17 -1.49 -3.63
C 0.75 -2.74 -3.41
C 0.56 -3.39 -2.19
C -0.21 -2.80 -1.20
H -3.19 -2.05 -2.11
H -5.66 -2.01 -2.14
H -6.89 -0.80 -0.37
H -5.66 0.37 1.42
H -3.18 0.33 1.45
H -1.06 0.07 -2.81
H 0.32 -0.99 -4.57
H 1.35 -3.20 -4.18
H 1.00 -4.36 -2.02
H -0.36 -3.30 -0.25
*
```

Here are the Löwdin charges for atoms 1 to 4, given in e: Mn 0.836; Cl 0.749; C -0.654; C -0.269


> Which of these has the lowest DFT total energy?

C24H19Br4N7O6Zr